{
  "formula": "C30H30N9O6SW",
  "method": "ωB97M-V with the def2-TZVPD basis set",
  "species": ["W", "C", "O", "C", "C", "C", "C", "C", "C", "N", "N", "C", "O", "C", "C", "C", "C", "C", "C", "C", "O", "H", "H", "H", "H", "H", "H", "H", "H", "H", "H", "H", "H", "N", "N", "C", "O", "O", "H", "H", "H", "N", "C", "N", "C", "N", "C", "C", "N", "C", "C", "N", "H", "H", "H", "H", "H", "C", "C", "C", "C", "C", "C", "C", "S", "C", "O", "H", "H", "H", "H", "H", "H", "H", "H", "H", "H"],
  "xyz": [[0.111178, -0.478079, -1.210246], [0.299636, -2.948932, 2.669078], [-0.527448, -2.147237, 3.475156], [-1.059761, -0.955342, 3.082796], [-1.772560, -0.355360, 4.111929], [-2.357770, 0.895752, 4.006532], [-2.216951, 1.575595, 2.821444], [-1.531478, 0.976512, 1.761650], [-1.404703, 1.748802, 0.569416], [-0.858323, 1.358730, -0.527786], [-0.872416, 2.330059, -1.542059], [-0.915935, 1.701764, -2.660525], [-1.019213, 0.367068, -2.677935], [-0.746097, 2.437898, -3.926823], [-0.558213, 1.734109, -5.111217], [-0.331007, 2.416661, -6.297780], [-0.298194, 3.802323, -6.300649], [-0.496056, 4.507339, -5.118427], [-0.718019, 3.831698, -3.932587], [-0.957322, -0.303079, 1.831962], [-0.335189, -0.858088, 0.781633], [0.831109, -3.608525, 3.352870], [1.019043, -2.358871, 2.104054], [-0.313604, -3.561605, 2.005008], [-1.831429, -0.913167, 5.037601], [-2.887525, 1.323693, 4.844018], [-2.619967, 2.570712, 2.691326], [-1.790126, 2.766124, 0.566382], [-0.605194, 0.653897, -5.101584], [-0.187845, 1.867802, -7.218430], [-0.121149, 4.336307, -7.224284], [-0.480061, 5.588512, -5.124981], [-0.870741, 4.370020, -3.008596], [0.473103, -1.599196, -2.837278], [1.630659, 0.810015, -2.208322], [2.191873, 1.109993, -1.085218], [3.155702, 1.974137, -0.943232], [1.679535, 0.430406, -0.105707], [0.933319, -2.495927, -2.907844], [0.099905, -1.281257, -3.723036], [1.921925, 1.262832, -3.067324], [-3.159076, -3.337460, -0.737439], [-2.876904, -2.081703, -1.128426], [-1.565782, -1.936289, -1.111342], [-1.092445, -3.135361, -0.679606], [-2.026277, -4.020673, -0.441169], [0.361797, -3.356285, -0.453550], [0.878543, -4.584873, -0.085844], [2.177668, -4.733727, 0.175104], [2.957514, -3.662712, 0.066745], [2.457057, -2.416660, -0.313336], [1.157662, -2.292334, -0.559166], [-4.060706, -3.780856, -0.647593], [-3.604630, -1.343776, -1.419111], [0.231899, -5.446707, 0.002170], [4.011443, -3.778608, 0.283983], [3.074342, -1.530738, -0.393516], [6.131293, 1.714450, -0.700512], [5.094619, 1.380374, 0.319759], [3.876521, 2.246093, 0.357417], [3.031506, 2.092980, 1.564563], [3.211315, 1.044873, 2.396210], [4.241609, 0.099825, 2.192951], [5.192030, 0.322072, 1.173975], [1.984084, 0.815786, 3.671890], [3.056427, 1.017119, 5.084936], [1.104036, 2.013268, 3.640019], [6.656815, 2.630614, -0.419150], [5.678644, 1.896610, -1.676154], [6.867018, 0.919073, -0.799427], [4.116726, 3.296477, 0.182120], [2.236647, 2.802147, 1.757990], [4.345839, -0.753963, 2.848709], [6.046231, -0.338905, 1.098827], [3.548937, 1.985256, 5.019126], [3.782077, 0.206101, 5.110461], [2.418629, 0.968020, 5.964704]],
  "forces_ev_per_angstrom": [[-0.43, 1.14, 0.49], [0.00, -0.05, -0.07], [-0.03, 0.05, 0.09], [0.05, -0.04, 0.02], [-0.02, 0.07, 0.09], [0.03, -0.01, -0.12], [-0.03, -0.07, 0.12], [-0.01, 0.16, -0.24], [0.20, -0.03, -0.13], [0.08, 0.29, -0.10], [-0.23, -0.19, -0.08], [-0.08, 0.00, -0.03], [0.47, 0.34, -0.38], [-0.21, -0.23, -0.05], [-0.05, 0.00, -0.06], [-0.01, 0.00, 0.03], [0.01, 0.00, 0.01], [-0.01, 0.00, -0.02], [0.00, 0.00, -0.03], [0.17, -0.13, -0.04], [0.08, -0.06, -0.06], [-0.01, -0.02, 0.00], [0.01, 0.00, -0.01], [0.05, 0.04, -0.01], [0.00, -0.01, 0.00], [-0.01, 0.02, 0.02], [0.00, 0.02, -0.01], [-0.01, -0.05, 0.01], [0.02, -0.01, 0.01], [0.01, -0.01, -0.01], [-0.01, 0.01, -0.02], [0.01, 0.02, 0.00], [0.01, 0.01, 0.03], [-0.12, -0.14, -0.25], [-0.02, 0.04, 0.13], [0.04, -0.36, 0.40], [-0.02, 0.38, -0.17], [0.13, -0.01, 0.18], [-0.04, 0.23, -0.03], [0.05, -0.10, 0.17], [-0.26, -0.14, 0.09], [0.44, 0.27, -0.05], [0.31, -0.38, 0.04], [-0.35, -0.11, 0.21], [0.45, -0.42, 0.13], [-0.27, 0.29, -0.13], [-0.72, -0.18, 0.01], [0.46, 0.01, -0.03], [-0.12, 0.05, -0.03], [-0.22, 0.19, -0.08], [-0.04, -0.38, 0.13], [0.25, -0.12, -0.23], [0.06, 0.00, 0.00], [0.00, 0.03, 0.00], [0.01, -0.07, 0.02], [0.00, -0.06, 0.01], [-0.06, -0.05, 0.00], [-0.03, -0.05, -0.02], [-0.01, -0.08, 0.04], [0.07, -0.03, -0.07], [-0.05, 0.00, -0.07], [0.15, 0.07, -0.10], [0.03, 0.06, -0.06], [-0.08, 0.06, 0.10], [-0.40, -0.03, 0.01], [0.16, 0.04, 0.11], [0.06, -0.12, -0.06], [0.00, 0.03, 0.01], [-0.01, 0.00, -0.02], [0.03, -0.01, 0.01], [0.12, -0.04, 0.10], [-0.06, -0.03, -0.05], [-0.02, -0.05, 0.03], [0.03, -0.04, -0.01], [0.00, 0.02, 0.03], [0.05, -0.01, 0.01], [0.00, 0.00, 0.02]],
  "s2": 2.047,
  "largest_force_ev_per_a": 1.31,
  "gap_ev": [6.67, 6.61],
  "homo_energy_ev": [-10.22, -10.30],
  "e_tot_ha": -2570.525385,
  "multiplicity": 3,
  "e_above_lowest_kcal_mol": 69.6,
  "charge": 1,
  "e_lumo_ev": [-3.552, -3.697]
}